No. 1
A molecular structure, C54H97Br2I2N2O15S2 in a non-equilibrium geometry, computed with the ωB97M-V functional and the def2-TZVPD basis.

Last column: Mulliken charge in e.
Geometry (Å):
C (4.54, -0.75, 3.54)  -1.47
C (3.26, 0.04, 3.21)  -0.06
C (2.15, -0.84, 2.63)  -0.22
N (1.87, -0.51, 1.21)  -0.07
C (0.53, -0.49, 0.86)  -0.71
C (-0.24, 0.64, 1.00)  1.50
C (0.39, 1.87, 1.58)  -1.65
C (1.27, 2.61, 0.51)  -0.09
C (0.85, 2.45, -0.93)  0.01
O (0.67, 3.68, -0.12)  -0.53
C (-1.58, 0.61, 0.58)  -0.26
C (-2.36, 1.87, 0.81)  -1.57
I (-2.79, 3.27, -0.69)  0.37
C (-2.77, 2.09, 2.07)  -0.10
C (-2.52, 1.10, 3.19)  -0.78
I (-3.82, 3.81, 2.67)  0.15
C (-2.13, -0.58, 0.03)  1.16
C (-3.57, -0.53, -0.47)  -1.24
Br (-4.73, -1.88, 0.33)  0.10
C (-3.54, -0.69, -2.08)  0.39
C (-3.62, 0.65, -2.80)  -1.40
Br (-4.92, -1.84, -2.84)  -0.06
C (-1.32, -1.70, -0.03)  0.83
C (-1.78, -3.04, -0.53)  -1.50
C (-2.21, -4.08, 0.57)  -0.80
C (-1.79, -3.79, 2.03)  -0.08
C (-2.78, -3.03, 2.93)  -0.44
S (-4.22, -3.97, 3.42)  1.23
O (-3.86, -4.59, 4.65)  -0.69
O (-5.40, -3.16, 3.50)  -0.60
O (-4.47, -5.13, 2.37)  -0.53
N (-0.02, -1.62, 0.36)  0.83
S (1.05, -3.00, 0.21)  0.05
H (5.19, -0.80, 2.67)  0.34
H (5.08, -0.24, 4.34)  0.49
H (4.32, -1.76, 3.89)  0.34
H (3.57, 0.84, 2.52)  0.05
H (2.94, 0.54, 4.12)  0.20
H (2.48, -1.88, 2.64)  0.31
H (1.24, -0.77, 3.24)  0.15
H (2.30, 0.37, 0.93)  0.51
H (1.15, 1.61, 2.33)  0.06
H (-0.33, 2.60, 1.93)  0.78
H (2.34, 2.64, 0.69)  0.59
H (-0.14, 2.08, -1.16)  -0.51
H (1.51, 2.86, -1.68)  0.69
H (-3.20, 1.31, 4.01)  0.64
H (-1.49, 1.23, 3.55)  0.21
H (-2.66, 0.07, 2.85)  -0.11
H (-4.04, 0.42, -0.24)  0.80
H (-2.58, -1.12, -2.36)  0.09
H (-2.67, 1.15, -2.71)  -0.05
H (-4.46, 1.24, -2.43)  0.30
H (-3.76, 0.47, -3.87)  0.65
H (-1.04, -3.52, -1.16)  0.82
H (-2.63, -2.87, -1.18)  0.06
H (-3.27, -4.27, 0.46)  0.52
H (-1.71, -5.02, 0.30)  0.37
H (-0.83, -3.27, 2.11)  0.03
H (-1.64, -4.76, 2.51)  0.17
H (-3.04, -2.05, 2.53)  -0.46
H (-2.27, -2.84, 3.87)  0.71
H (-5.30, -4.94, 1.89)  0.38
H (1.31, -3.30, 1.50)  0.00
C (8.96, -3.65, 4.02)  -1.21
C (7.84, -3.14, 3.14)  0.74
O (7.12, -2.23, 3.49)  -0.46
C (7.66, -3.82, 1.80)  -0.85
H (8.97, -3.07, 4.95)  0.30
H (8.80, -4.70, 4.26)  0.33
H (9.92, -3.53, 3.51)  0.34
H (7.45, -4.88, 1.94)  0.20
H (8.57, -3.71, 1.21)  0.35
H (6.83, -3.37, 1.27)  0.23
C (-6.42, 3.65, -3.47)  -1.07
C (-5.84, 4.88, -2.82)  0.91
O (-4.66, 5.16, -2.95)  -0.52
C (-6.77, 5.75, -2.02)  -0.82
H (-5.65, 3.12, -4.02)  0.19
H (-6.83, 2.99, -2.71)  0.36
H (-7.21, 3.93, -4.17)  0.32
H (-7.19, 5.17, -1.19)  0.33
H (-7.57, 6.12, -2.65)  0.37
H (-6.21, 6.59, -1.61)  0.01
C (1.36, -0.94, -2.74)  -0.46
C (0.28, -0.49, -3.70)  0.93
O (-0.46, 0.43, -3.42)  -0.49
C (0.17, -1.23, -5.00)  -1.53
H (1.33, -0.32, -1.84)  -0.25
H (1.19, -1.99, -2.46)  0.10
H (2.34, -0.84, -3.20)  0.60
H (-0.04, -2.29, -4.81)  0.37
H (1.10, -1.14, -5.56)  0.45
H (-0.63, -0.81, -5.59)  0.32
C (-5.03, 10.53, 0.13)  -1.22
C (-4.55, 9.27, -0.53)  0.87
O (-5.05, 8.19, -0.28)  -0.57
C (-3.41, 9.40, -1.52)  -0.86
H (-5.85, 10.29, 0.81)  0.31
H (-4.22, 10.99, 0.70)  0.35
H (-5.39, 11.23, -0.62)  0.33
H (-2.53, 9.81, -1.02)  0.33
H (-3.71, 10.06, -2.34)  0.34
H (-3.16, 8.43, -1.92)  0.10
C (-7.01, 1.08, -7.92)  -1.18
C (-7.25, 2.16, -6.89)  0.90
O (-7.13, 1.94, -5.70)  -0.50
C (-7.64, 3.52, -7.40)  -1.05
H (-6.74, 0.16, -7.42)  0.29
H (-7.92, 0.92, -8.50)  0.34
H (-6.20, 1.38, -8.59)  0.34
H (-8.58, 3.46, -7.96)  0.35
H (-6.86, 3.92, -8.05)  0.33
H (-7.78, 4.20, -6.56)  0.21
C (6.02, 1.85, 7.37)  -1.12
C (4.99, 2.09, 6.31)  0.94
O (5.03, 1.52, 5.24)  -0.55
C (3.90, 3.08, 6.63)  -1.13
H (6.74, 1.11, 7.01)  0.26
H (6.54, 2.77, 7.61)  0.41
H (5.53, 1.45, 8.26)  0.25
H (4.33, 4.06, 6.84)  0.39
H (3.33, 2.74, 7.50)  0.31
H (3.22, 3.17, 5.78)  0.22
C (0.60, -1.91, -9.36)  -1.11
C (0.06, -0.61, -8.81)  0.80
O (0.22, -0.31, -7.65)  -0.50
C (-0.69, 0.28, -9.77)  -1.13
H (1.11, -2.45, -8.58)  0.26
H (-0.22, -2.53, -9.74)  0.34
H (1.30, -1.71, -10.17)  0.35
H (-1.57, -0.25, -10.16)  0.34
H (-0.04, 0.57, -10.59)  0.34
H (-1.03, 1.17, -9.24)  0.29
C (6.13, -7.52, -0.02)  -1.12
C (5.69, -6.16, -0.51)  0.83
O (6.31, -5.16, -0.24)  -0.51
C (4.43, -6.12, -1.35)  -0.83
H (7.04, -7.42, 0.56)  0.29
H (5.36, -7.96, 0.60)  0.28
H (6.33, -8.18, -0.87)  0.36
H (3.59, -6.50, -0.78)  0.16
H (4.57, -6.71, -2.25)  0.37
H (4.23, -5.08, -1.63)  0.20
C (0.89, 7.50, -3.99)  -1.21
C (-0.31, 7.31, -3.09)  0.56
O (-0.96, 8.25, -2.71)  -0.47
C (-0.65, 5.90, -2.69)  -0.35
H (1.02, 8.56, -4.20)  0.34
H (1.79, 7.12, -3.49)  0.31
H (0.74, 6.97, -4.93)  0.33
H (0.19, 5.46, -2.14)  0.12
H (-0.86, 5.30, -3.58)  0.39
H (-1.53, 5.90, -2.05)  -0.06
C (0.68, -8.86, 1.23)  -1.20
C (0.93, -7.43, 1.66)  0.84
O (1.76, -6.75, 1.11)  -0.47
C (0.09, -6.91, 2.79)  -1.00
H (1.35, -9.11, 0.41)  0.31
H (0.88, -9.54, 2.06)  0.35
H (-0.35, -8.97, 0.90)  0.34
H (0.26, -7.50, 3.69)  0.51
H (-0.97, -6.95, 2.53)  0.31
H (0.37, -5.88, 3.00)  0.11
C (5.02, -1.58, 10.38)  -1.20
C (4.50, -1.19, 9.02)  0.85
O (4.17, -0.05, 8.78)  -0.58
C (4.41, -2.27, 7.98)  -0.92
H (5.03, -0.71, 11.03)  0.32
H (4.37, -2.34, 10.82)  0.35
H (6.03, -1.98, 10.30)  0.33
H (3.74, -3.06, 8.31)  0.38
H (5.40, -2.69, 7.79)  0.33
H (4.03, -1.85, 7.05)  0.11

Output
Maximum force in eV/A: 2.8
Net charge: +1
Multiplicity: 1
LUMO in eV: -3.51

***

No. 2
A molecular structure, C6H12O in a non-equilibrium geometry, computed with the ωB97M-V functional and the def2-TZVPD basis.

Last column: natural (NBO) charge in e.
Geometry (Å):
C (-1.82, -0.24, 1.09)  -0.24
C (0.10, -0.26, -0.30)  0.29
C (0.68, -0.96, -1.67)  -0.62
C (1.06, -0.25, 0.83)  -0.47
C (1.02, 1.25, 0.50)  -0.42
C (0.14, 1.17, -0.60)  -0.47
H (-1.44, -0.26, 1.98)  0.15
H (-1.78, 0.78, 0.56)  0.17
H (-2.95, -0.31, 1.05)  0.19
H (1.81, -0.64, -1.43)  0.20
H (0.32, -0.45, -2.67)  0.21
H (0.57, -2.20, -1.85)  0.23
H (0.61, -0.59, 1.80)  0.23
H (2.15, -0.42, 0.62)  0.22
H (1.84, 1.91, 0.53)  0.21
H (0.31, 1.93, 1.12)  0.21
H (-0.72, 2.03, -0.64)  0.22
H (0.57, 1.25, -1.66)  0.21
O (-1.05, -0.91, 0.18)  -0.54

Output
Maximum force in eV/A: 8.0
Multiplicity: 1
ΔE to the lowest compared entry with this formula, charge and spin in eV: 5.903
LUMO in eV: 0.94

***

No. 3
2 unconnected molecules or ions with the total composition C16H29FNO4S in a non-equilibrium geometry, computed with the ωB97M-V functional and the def2-TZVPD basis.

Last column: natural (NBO) charge in e.
Geometry (Å):
C (1.99, -0.53, 0.38)  -0.34
C (1.51, -0.11, -0.80)  -0.22
C (0.51, -0.91, -1.58)  -0.43
C (-0.63, -0.06, -2.21)  -0.30
C (-1.53, -1.07, -2.79)  0.32
N (-2.76, -0.92, -2.48)  -0.42
C (-2.95, 0.35, -1.74)  -0.03
C (-4.16, 0.51, -0.81)  -0.43
C (-4.76, -0.79, -0.29)  -0.44
C (-3.93, -1.44, 0.81)  0.05
F (-3.38, -0.48, 1.62)  -0.36
C (-1.54, 0.68, -1.18)  -0.21
C (-1.45, 2.23, -1.17)  -0.38
C (-0.77, 2.81, 0.10)  -0.23
C (-1.54, 4.01, 0.68)  -0.61
C (0.71, 3.16, -0.18)  -0.60
H (1.60, -1.43, 0.83)  0.21
H (2.79, -0.02, 0.90)  0.22
H (1.89, 0.81, -1.21)  0.21
H (0.11, -1.71, -0.96)  0.22
H (1.04, -1.39, -2.40)  0.23
H (-0.16, 0.60, -2.93)  0.27
H (-1.15, -1.90, -3.37)  0.24
H (-3.48, -1.56, -2.77)  0.44
H (-3.12, 1.07, -2.54)  0.21
H (-3.84, 1.12, 0.02)  0.25
H (-4.93, 1.06, -1.34)  0.23
H (-5.73, -0.54, 0.14)  0.24
H (-4.97, -1.52, -1.07)  0.20
H (-4.58, -2.07, 1.42)  0.19
H (-3.15, -2.09, 0.41)  0.15
H (-1.48, 0.23, -0.20)  0.24
H (-0.92, 2.53, -2.07)  0.21
H (-2.45, 2.66, -1.23)  0.21
H (-0.81, 2.02, 0.84)  0.20
H (-1.69, 3.86, 1.74)  0.22
H (-2.52, 4.15, 0.23)  0.20
H (-0.96, 4.93, 0.58)  0.22
H (1.03, 2.69, -1.10)  0.19
H (0.84, 4.23, -0.32)  0.22
H (1.35, 2.83, 0.63)  0.22
C (5.36, -1.97, 3.48)  -0.10
C (6.38, -2.98, 2.99)  -0.10
O (5.69, -3.68, 1.93)  -0.68
S (4.70, -2.68, 1.18)  2.55
O (5.33, -2.18, 0.01)  -0.89
O (3.42, -3.28, 1.13)  -0.91
O (4.70, -1.52, 2.28)  -0.70
H (4.62, -2.43, 4.13)  0.20
H (5.82, -1.12, 3.98)  0.22
H (6.68, -3.68, 3.75)  0.22
H (7.26, -2.49, 2.57)  0.20

Output
Maximum force in eV/A: 1.7
Net charge: +1
Multiplicity: 1
LUMO in eV: -3.90

***

No. 4
A molecular structure, CsH38O19 in a non-equilibrium geometry, computed with the ωB97M-V functional and the def2-TZVPD basis.

Last column: natural (NBO) charge in e.
Geometry (Å):
Cs (0.04, -0.39, 0.26)  0.95
O (0.89, 2.40, -0.43)  -0.99
H (1.29, 2.24, -1.28)  0.48
H (-0.03, 2.64, -0.59)  0.50
O (-1.92, 3.31, -1.17)  -0.97
H (-1.92, 3.71, -2.03)  0.48
H (-2.30, 2.44, -1.22)  0.50
O (-3.01, 0.58, -0.38)  -1.02
H (-3.78, 1.22, -0.15)  0.52
H (-3.40, -0.06, -1.03)  0.50
O (4.24, 1.75, 0.92)  -0.99
H (5.05, 2.26, 0.87)  0.48
H (3.52, 2.34, 1.13)  0.50
O (-0.45, 2.26, 2.08)  -1.00
H (-0.59, 3.22, 2.23)  0.47
H (-1.35, 1.86, 2.26)  0.52
O (-5.25, 2.14, -1.05)  -0.96
H (-6.16, 1.99, -0.88)  0.49
H (-5.10, 3.09, -1.01)  0.49
O (2.51, -3.46, 1.83)  -1.00
H (2.65, -2.46, 1.67)  0.50
H (2.70, -3.62, 2.74)  0.47
O (2.52, -0.68, 1.86)  -1.01
H (3.23, -0.09, 1.53)  0.53
H (2.45, -0.66, 2.83)  0.51
O (-2.59, 0.40, 2.22)  -0.98
H (-2.98, -0.20, 1.54)  0.50
H (-2.12, -0.28, 2.71)  0.49
O (-0.18, -1.02, 3.39)  -0.98
H (0.51, -0.37, 3.53)  0.49
H (0.06, -1.72, 3.99)  0.48
O (1.76, 1.01, 4.17)  -0.98
H (1.61, 1.64, 3.46)  0.51
H (1.48, 1.53, 4.94)  0.49
O (1.31, -2.22, -1.75)  -1.03
H (1.80, -3.00, -1.48)  0.51
H (1.86, -1.76, -2.42)  0.51
O (2.25, -4.73, -1.09)  -0.98
H (2.92, -5.43, -1.15)  0.50
H (2.10, -4.65, -0.15)  0.50
O (-0.02, 1.27, -5.20)  -0.96
H (-0.16, 1.24, -6.15)  0.48
H (-0.77, 0.75, -4.91)  0.48
O (-2.06, -3.45, 1.13)  -0.96
H (-1.71, -2.98, 0.35)  0.47
H (-1.88, -4.40, 1.05)  0.48
O (2.07, 3.32, 2.13)  -0.98
H (2.44, 4.17, 2.38)  0.49
H (1.20, 3.40, 1.74)  0.50
O (2.23, 0.37, -2.78)  -0.99
H (1.85, 0.80, -3.56)  0.51
H (3.16, 0.58, -2.70)  0.49
O (-2.66, -0.70, -3.92)  -0.96
H (-2.25, -1.48, -3.47)  0.49
H (-3.51, -1.04, -4.13)  0.47
O (-1.38, -2.68, -1.69)  -0.98
H (-1.76, -3.53, -1.43)  0.48
H (-0.46, -2.87, -1.74)  0.51

Output
Maximum force in eV/A: 2.2
Net charge: +1
Multiplicity: 1
ΔE to the lowest compared entry with this formula, charge and spin in eV: 0.000
LUMO in eV: -2.28

***

No. 5
A single C16H17N3O2 molecule in a non-equilibrium geometry, computed with the ωB97M-V functional and the def2-TZVPD basis.

Last column: natural (NBO) charge in e.
Geometry (Å):
N (-0.95, 1.51, 0.61)  -0.37
O (-3.61, -0.56, 4.50)  -0.65
O (-0.98, 3.70, -0.37)  -0.46
C (-0.53, 2.37, -0.35)  0.64
C (-0.55, -2.06, 3.86)  -0.17
C (-1.74, -2.00, 4.30)  -0.33
C (-0.28, -1.50, -0.90)  -0.20
C (1.51, 0.02, -0.40)  -0.26
C (-0.07, -1.35, 2.68)  -0.30
C (-2.11, -0.13, 2.62)  -0.33
C (0.57, -2.04, -2.03)  -0.21
C (2.36, -0.59, -1.42)  -0.20
C (-2.51, -0.89, 3.79)  0.35
C (0.22, -0.43, -0.19)  0.17
C (-0.85, -0.38, 2.00)  0.21
C (1.82, -1.53, -2.35)  -0.04
N (-0.57, 0.18, 0.79)  -0.32
N (0.36, 2.13, -1.50)  -0.70
C (2.72, -2.19, -3.39)  -0.62
C (-0.64, 4.13, -1.70)  -0.09
C (0.23, 3.17, -2.55)  -0.23
H (-3.45, -1.07, 5.29)  0.47
H (0.16, -2.64, 4.40)  0.21
H (-2.16, -2.61, 5.10)  0.20
H (-1.25, -1.87, -0.61)  0.24
H (1.87, 0.72, 0.35)  0.24
H (0.90, -1.52, 2.44)  0.20
H (-2.63, 0.68, 2.17)  0.24
H (0.28, -2.92, -2.70)  0.22
H (3.36, -0.28, -1.68)  0.21
H (0.58, 1.05, -1.66)  0.44
H (3.48, -1.45, -3.70)  0.22
H (2.04, -2.48, -4.30)  0.22
H (3.17, -2.93, -2.87)  0.22
H (-1.56, 4.28, -2.22)  0.18
H (-0.17, 5.12, -1.60)  0.19
H (1.29, 3.47, -2.90)  0.20
H (-0.29, 2.90, -3.52)  0.19

Output
Maximum force in eV/A: 7.4
SMILES string: Cc1ccc(N(/N=C2\NCCO2)c2cccc(O)c2)cc1
Multiplicity: 1
ΔE to the lowest compared entry with this formula, charge and spin in eV: 6.833
LUMO in eV: 0.64

***

No. 6
8 unconnected molecules or ions with the total composition C11H37F3O11Si in a non-equilibrium geometry, computed with the ωB97M-V functional and the def2-TZVPD basis.

Last column: natural (NBO) charge in e.
Geometry (Å):
C (4.56, 3.95, 0.33)  -0.64
C (3.35, 2.81, 0.19)  -0.08
O (2.81, 2.40, 1.52)  -0.58
C (2.01, 1.15, 1.29)  -0.12
C (0.62, 1.14, 2.15)  -0.10
O (0.09, -0.20, 2.48)  -0.88
Si (-0.14, -1.19, 1.05)  1.67
C (-1.91, -1.92, 0.83)  -0.92
C (-3.11, -1.03, 1.49)  -0.45
C (-3.25, 0.50, 0.91)  -0.08
O (-3.74, 0.59, -0.48)  -0.61
C (-5.10, 1.14, -0.56)  -0.30
C (1.11, -2.66, 1.13)  -0.95
C (2.08, -2.69, -0.20)  0.04
O (2.43, -1.36, -0.73)  -0.71
C (3.50, -3.51, 0.09)  0.96
F (4.08, -3.18, 1.41)  -0.35
F (3.27, -4.97, -0.08)  -0.35
F (4.51, -3.09, -0.94)  -0.35
H (5.03, 4.06, -0.75)  0.21
H (5.42, 3.52, 1.01)  0.24
H (4.16, 5.00, 0.67)  0.21
H (3.84, 1.91, -0.39)  0.17
H (2.42, 3.28, -0.40)  0.18
H (1.85, 1.12, 0.11)  0.21
H (2.70, 0.26, 1.67)  0.17
H (0.87, 1.66, 3.20)  0.21
H (-0.18, 1.86, 1.65)  0.18
H (0.10, -0.33, -0.13)  -0.20
H (-1.91, -2.97, 1.39)  0.24
H (-2.07, -2.18, -0.32)  0.26
H (-3.07, -1.02, 2.68)  0.22
H (-4.13, -1.58, 1.22)  0.25
H (-4.08, 1.04, 1.58)  0.19
H (-2.29, 1.16, 0.99)  0.18
H (-5.27, 2.11, 0.10)  0.22
H (-5.40, 1.46, -1.67)  0.21
H (-5.87, 0.29, -0.26)  0.16
H (1.70, -2.59, 2.16)  0.27
H (0.46, -3.66, 1.08)  0.26
H (1.52, -3.31, -1.03)  0.24
H (3.17, -0.94, -0.20)  0.48
O (-5.07, 3.92, 1.29)  -0.94
H (-4.48, 4.68, 1.39)  0.48
H (-5.96, 4.29, 1.43)  0.47
O (7.25, 3.98, 0.25)  -0.95
H (7.84, 3.22, 0.33)  0.48
H (7.84, 4.72, 0.03)  0.48
O (-0.11, -4.73, -2.21)  -0.94
H (0.71, -5.12, -1.88)  0.47
H (-0.18, -5.06, -3.12)  0.48
O (-5.42, -3.39, 0.51)  -0.95
H (-5.20, -4.14, -0.07)  0.49
H (-6.05, -2.88, -0.02)  0.47
O (7.26, 4.43, -2.96)  -0.94
H (7.18, 4.17, -2.03)  0.48
H (7.31, 5.40, -2.92)  0.46
O (-5.68, -3.72, -2.04)  -0.95
H (-6.52, -4.10, -2.32)  0.48
H (-5.66, -2.85, -2.47)  0.48
O (-3.76, -0.03, -3.45)  -0.95
H (-3.92, -0.99, -3.47)  0.46
H (-3.49, 0.14, -2.53)  0.49

Output
Maximum force in eV/A: 4.8
SMILES string: CCOCCO[Si@H](CCCOC)C[C@@H](O)C(F)(F)F.O.O.O.O.O.O.O
Multiplicity: 1
LUMO in eV: 0.21

***

No. 7
2 unconnected molecules or ions with the total composition C3H8NO in a non-equilibrium geometry, computed with the ωB97M-V functional and the def2-TZVPD basis.

Last column: natural (NBO) charge in e.
Geometry (Å):
C (1.24, 1.58, -0.21)  -0.22
O (0.58, 1.80, 0.93)  -0.81
H (0.51, 1.39, -1.09)  0.14
H (1.97, 2.35, -0.40)  0.15
H (1.67, 0.53, -0.14)  0.15
C (-0.54, -1.17, -1.08)  -0.77
C (-0.96, -1.46, 0.25)  0.06
N (-1.11, -0.60, 1.22)  -0.95
H (-0.06, -0.27, -1.27)  0.16
H (-0.40, -1.94, -1.83)  0.16
H (-1.24, -2.48, 0.45)  0.11
H (-1.45, -0.84, 2.07)  0.32
H (-0.22, 1.12, 1.08)  0.52

Output
Maximum force in eV/A: 4.6
Net charge: -1
Multiplicity: 1
ΔE to the lowest compared entry with this formula, charge and spin in eV: 1.302
LUMO in eV: 4.47